Entry 1:
The following is a DFT calculation (ωB97M-V/def2-TZVPD) of C4H8O2 in the gas phase.

Computed properties:
relative energy (zero: lowest compared OMol25 entry of this formula, charge and spin): 172.3 kJ/mol
net charge: 0
SMILES string: C[C@@]1(O)C[C@H]1O
gap between HOMO and LUMO: 10.2 eV

Structure (XYZ):
```
14
Properties=species:S:1:pos:R:3:mulliken_charge:R:1
O 0.0366 -0.7937 -1.6722 -0.56
C 0.0562 -1.1294 0.7975 -0.95
C -1.1244 -0.2992 0.3941 -0.17
O -1.4835 0.7423 1.2518 -0.54
H -1.9466 -0.8290 -0.0901 0.33
H 0.9297 -0.9245 -2.0069 0.34
H 0.0007 -2.2025 0.6348 0.28
C 0.1388 -0.2113 -0.4021 1.06
H 0.8035 1.5709 0.5824 0.37
H 0.5822 -0.8176 1.6950 0.27
C 1.0046 1.0194 -0.3380 -1.48
H 2.0721 0.7648 -0.3555 0.36
H -1.8711 1.4367 0.7034 0.34
H 0.8013 1.6732 -1.1941 0.35
```

=====

Entry 2:
The following is a DFT calculation (ωB97M-V/def2-TZVPD) of a molecular structure, C21H36P2PdTe at a distorted geometry.

Computed properties:
relative energy (zero: lowest compared OMol25 entry of this formula, charge and spin): 106.8 kJ/mol
2S+1: 3
net charge: 0
gap between HOMO and LUMO (spin up / spin down): 2.4 / 4.6 eV

Structure (XYZ):
```
61
Properties=species:S:1:pos:R:3:mulliken_charge:R:1
H -0.8154 1.6748 1.9868 0.30
H -0.3611 1.1686 8.0304 0.36
Te -0.9875 -1.2972 3.5453 -0.30
H 3.6933 -1.8492 -1.9147 0.39
H -2.2681 -1.9909 -1.4039 0.37
H 1.6509 -1.9787 0.0497 0.87
C 1.5773 0.4048 -3.6976 -1.35
H -0.5040 -3.4525 -3.2434 0.36
C -0.6357 -0.1479 6.3401 -0.32
H -2.0020 -1.0785 0.0761 0.23
C -1.0465 1.2304 2.9691 -1.30
C -1.2306 1.1855 -1.0288 -1.88
H 1.4875 0.6859 -4.7628 0.66
C 0.0264 1.9126 -1.2290 0.74
H 1.5238 4.0383 -2.3392 0.42
H 0.4829 1.0715 0.7881 -0.46
H -0.6326 -0.1526 -2.4682 -1.52
C -3.3941 0.2528 6.7368 -0.36
H 1.8768 3.5994 -4.0394 0.44
H 2.6542 0.4834 -3.4775 0.53
C 1.7648 0.0653 -0.5817 -1.56
C 1.8568 3.2275 -3.0038 -1.47
C -1.0890 0.6697 7.3823 -0.44
Pd 0.7462 0.4974 3.5202 -0.16
H -2.0451 0.7530 2.8815 0.31
H -0.3309 -2.9041 -0.2390 0.68
H -1.1333 1.9881 3.7646 0.45
H -1.3572 2.9085 -3.4890 0.41
C 1.1102 -1.0786 -3.6290 -1.23
H -3.6625 -1.0424 4.9937 0.35
H -1.8947 1.5094 -0.2356 0.42
H 1.0955 -4.1839 -3.5214 0.48
H 2.3488 0.2827 -1.4975 0.47
H -2.7990 1.5471 8.3663 0.35
C -2.9693 -0.5730 5.6925 -0.54
H -0.1103 2.9889 -1.0160 0.71
H 1.7154 -1.6095 -4.3845 0.63
H 3.3397 -3.3311 -2.8622 0.45
C 1.0123 1.3070 -0.1477 -0.20
C -1.4851 -0.0038 -1.7852 1.06
H 3.1064 -3.3211 -1.0924 0.44
H 2.5574 -0.0809 0.1791 0.48
C -1.5678 -1.2885 -0.9207 -1.02
C -0.6719 2.2015 -3.9764 -1.45
H -0.2888 2.6636 -4.8969 0.49
H 0.4271 -0.2773 6.1192 0.31
H 2.8710 2.9226 -2.7112 0.43
C 0.4595 -3.6928 -2.7712 -1.55
P 1.3059 -2.1915 -2.1986 1.06
H 0.0764 -1.1712 -4.0038 0.36
H -4.4625 0.4183 6.8937 0.34
P 0.7259 1.8197 -2.8745 1.48
H 0.2857 -4.3907 -1.9418 0.38
C 1.0943 -1.3594 -0.6776 0.82
C 3.0282 -2.7175 -2.0082 -1.50
C -0.2505 -1.9365 -0.7513 -1.56
C -1.5821 -0.7139 5.4823 0.17
H 1.7609 2.0741 0.1134 0.41
H -2.3807 0.0820 -2.4212 0.57
C -2.4577 0.8811 7.5714 -0.41
H -1.2451 1.2999 -4.2399 0.38
```

=====

Entry 3:
The following is a DFT calculation (ωB97M-V/def2-TZVPD) of a molecular structure, C4H10O at a distorted geometry.

Computed properties:
relative energy (zero: lowest compared OMol25 entry of this formula, charge and spin): 452.7 kJ/mol
net charge: 0
gap between HOMO and LUMO: 8.1 eV

Structure (XYZ):
```
15
Properties=species:S:1:pos:R:3:mulliken_charge:R:1
H 0.6827 0.7622 -1.4567 0.27
C -0.2631 -0.7866 -0.6759 -0.21
C -0.9592 -0.7873 1.7457 -1.24
H -0.6213 0.3958 -0.1933 0.23
H 0.5339 2.7797 0.1006 0.11
H -0.5331 -0.5221 2.7040 0.32
H 1.6874 -0.7789 -1.5534 0.27
H -1.8271 -0.1383 1.6691 0.33
H -0.9252 -1.6098 -0.8895 0.42
H -1.3331 -1.8092 1.7502 0.38
C 0.7136 -0.3445 -1.7082 -0.95
H 0.3962 -0.5602 -2.7149 0.37
H 0.9517 0.0024 0.8331 0.44
O 0.4671 1.8252 0.0396 -0.91
C -0.0062 -0.4386 0.6267 0.15
```

=====

Entry 4:
The following is a DFT calculation (ωB97M-V/def2-TZVPD) of a molecular structure, C4O4Pb at a distorted geometry.

Computed properties:
relative energy (zero: lowest compared OMol25 entry of this formula, charge and spin): 42.3 kJ/mol
net charge: +2
gap between HOMO and LUMO: 6.9 eV

Structure (XYZ):
```
9
Properties=species:S:1:pos:R:3:mulliken_charge:R:1
O 0.0038 3.7294 -0.2232 0.03
O 3.3043 -1.2353 -1.2253 0.03
Pb 0.7424 0.3500 0.7074 1.39
O -3.5385 -1.7212 -3.1401 -0.06
C -2.7457 -1.3322 -2.4554 0.07
O -0.6720 -1.1930 3.6964 0.02
C 2.6071 -0.6981 -0.4874 0.18
C -0.0385 -0.6161 2.9265 0.17
C 0.3371 2.7165 0.2010 0.18
```